Record 1
ORCA calculation (ωB97M-V/def2-TZVPD) on 12 unconnected molecules or ions with the total composition C42H108O36S10 at a distorted geometry.

Values from the calculation:
* charge: 0
* SMILES string: CCOS(C)(=O)=O.CCOS(C)(=O)=O.CCOS(C)(=O)=O.CCOS(C)(=O)=O.CCOS(C)(=O)=O.CCOS(C)(=O)=O.CCOS(C)(=O)=O.CCOS(C)(=O)=O.CCOS(C)(=O)=O.CCOS(C)(=O)=O.COCCOCCOC.COCCOCCOC
* Kohn-Sham gap: 8.936 eV
* energy relative to the best compared isomer or geometry (same formula, charge and spin): 154.0 kcal/mol
* E_HOMO: -0.3345 hartree
* LUMO: -0.2 eV

Structure (XYZ):
```
196
Properties=species:S:1:pos:R:3:forces:R:3:lowdin_charge:R:1
C 1.263237 -11.823235 -0.872669 0.1 1.3 -0.3 -0.066
C -0.260683 -11.767625 -0.732539 0.8 -1.1 0.0 -0.298
O -0.712243 -10.616835 -0.012569 -2.0 0.5 0.5 -0.268
S -2.393063 -10.346325 -0.081279 0.6 0.1 -1.1 0.662
C -2.374723 -9.374365 -1.664039 0.7 -1.3 1.1 -0.091
O -3.084543 -11.605805 -0.253169 0.9 1.0 0.0 -0.293
O -2.777503 -9.476055 0.986901 0.7 -0.3 -0.1 -0.285
H 1.898558 -11.781855 0.012071 -0.6 -0.1 0.4 0.076
H 1.501997 -10.927165 -1.445499 0.5 0.0 -0.1 0.076
H 1.603228 -12.679615 -1.455019 -0.4 -0.1 0.0 0.080
H -0.627133 -11.704945 -1.757179 -0.3 -0.3 0.0 0.105
H -0.583363 -12.681355 -0.233469 -0.5 0.1 -0.1 0.116
H -3.316463 -8.878135 -1.898549 0.1 -0.3 0.2 0.072
H -2.082663 -10.158365 -2.362709 -0.3 0.3 -0.4 0.049
H -1.527783 -8.698475 -1.545849 -0.3 0.2 0.0 0.066
C -6.881833 -4.798325 3.408601 -0.3 0.1 -0.1 -0.072
C -7.270833 -4.103905 2.091511 -1.1 -1.0 1.1 -0.294
O -6.658002 -2.838465 1.879951 0.2 1.8 0.9 -0.281
S -7.191762 -1.413595 2.711541 -1.0 -1.9 -1.3 0.715
C -8.335293 -0.810265 1.372861 0.2 -0.4 1.0 -0.101
O -7.979392 -1.796795 3.903251 1.8 0.9 -2.5 -0.305
O -6.048153 -0.541595 2.726311 -0.8 -0.9 0.5 -0.290
H -7.465102 -5.700445 3.593171 -0.4 0.0 -0.4 0.076
H -7.108032 -4.139845 4.247241 0.4 0.0 0.0 0.062
H -5.865083 -5.191145 3.403271 0.2 0.6 0.1 0.076
H -7.093143 -4.808335 1.278921 0.8 0.6 -0.4 0.116
H -8.354002 -3.999015 2.029541 -0.2 0.2 0.4 0.106
H -9.145123 -1.539755 1.362571 -0.2 0.3 0.1 0.059
H -7.927872 -0.736365 0.364571 0.7 -0.3 0.4 0.067
H -8.644172 0.190815 1.673721 -0.2 -0.2 0.2 0.065
C -1.855483 -3.264055 0.140801 -0.5 0.5 -0.3 -0.054
C -1.115363 -1.982355 0.500391 1.1 -2.3 0.3 -0.323
O -1.442083 -1.004805 -0.417229 -0.2 3.4 -0.8 -0.265
S -0.664273 0.464545 -0.252739 -1.6 0.5 0.8 0.670
C -2.051423 1.567455 -0.727879 0.6 0.2 0.3 -0.106
O -0.395563 0.779555 1.161151 -0.3 -1.1 -2.4 -0.309
O 0.385417 0.557275 -1.231849 -0.5 -0.3 0.6 -0.288
H -1.476033 -4.099925 0.728541 -0.1 0.1 0.0 0.084
H -1.724363 -3.467415 -0.922009 0.3 -0.1 0.0 0.068
H -2.932262 -3.152705 0.268261 -0.1 -0.1 0.3 0.074
H -1.294333 -1.690865 1.535331 0.2 0.2 -0.1 0.123
H -0.075953 -2.214075 0.267961 0.4 0.0 0.9 0.123
H -2.601713 1.426805 -1.658199 0.4 -0.8 0.0 0.069
H -1.556583 2.531455 -0.845959 0.1 0.1 0.2 0.064
H -2.751293 1.626585 0.105671 0.2 -0.2 0.0 0.067
C -3.724153 8.258095 -6.755509 1.5 -1.1 -0.7 -0.079
C -3.568323 9.149545 -5.552719 -0.8 0.8 -1.1 -0.308
O -2.270323 9.089635 -4.904859 -0.8 -0.7 2.4 -0.252
S -2.310533 8.754455 -3.233819 0.5 -1.5 -0.5 0.704
C -3.297723 10.162995 -2.623859 0.8 -0.2 -0.3 -0.110
O -2.995773 7.451035 -3.063499 1.2 2.9 -0.3 -0.321
O -0.943733 8.945605 -2.745159 -2.3 -0.4 -1.1 -0.302
H -4.460702 8.570005 -7.495989 -0.3 0.3 0.5 0.084
H -3.849053 7.190925 -6.572109 -0.3 0.1 0.4 0.080
H -2.774393 8.287685 -7.289529 0.1 0.1 -0.2 0.079
H -3.631293 10.154705 -5.969589 0.1 0.3 0.3 0.118
H -4.471503 9.035225 -4.953309 0.5 -0.2 0.8 0.107
H -4.221013 10.244795 -3.197389 0.2 0.0 0.2 0.056
H -2.614183 10.999395 -2.769879 -0.2 0.1 -0.4 0.071
H -3.451543 10.142855 -1.544949 -0.1 -0.7 -0.1 0.073
C 4.251337 5.074615 -2.219269 -0.2 0.2 0.5 -0.063
C 4.154117 4.650545 -0.760189 -0.3 0.2 -0.3 -0.302
O 5.345647 3.878185 -0.576099 1.1 -1.1 2.4 -0.288
S 5.817718 3.519005 1.016881 0.4 -2.1 -1.2 0.696
C 4.230958 2.635435 1.675561 2.1 1.4 -1.0 -0.066
O 6.912717 2.516605 0.959171 -2.7 2.2 -0.3 -0.326
O 6.076547 4.766255 1.675051 -0.5 -0.4 0.0 -0.296
H 5.229678 5.523805 -2.390089 0.0 -0.3 -0.2 0.084
H 3.518167 5.830405 -2.500949 -0.2 -0.2 0.1 0.079
H 4.083957 4.155905 -2.781459 0.3 0.3 -0.4 0.081
H 4.064518 5.462705 -0.038769 0.3 0.2 -0.1 0.119
H 3.282677 4.008365 -0.632489 -0.1 -0.1 0.1 0.106
H 4.603278 2.211745 2.608281 -0.4 0.0 -0.1 0.060
H 3.989087 1.904775 0.903731 0.0 0.0 0.3 0.064
H 3.487378 3.428145 1.758041 0.0 -0.3 0.3 0.055
C -0.324593 3.652465 -6.887119 -0.2 1.0 0.2 -0.074
C -0.294343 3.076465 -8.286299 0.9 -0.7 0.4 -0.287
O -1.221213 3.729155 -9.172049 -1.0 -0.9 -0.6 -0.280
S -1.711103 2.964985 -10.580569 0.1 1.6 0.0 0.683
C -0.456183 3.860335 -11.578319 -1.1 -0.5 0.1 -0.107
O -1.340593 1.573575 -10.515649 -0.7 0.7 0.1 -0.296
O -3.074193 3.427965 -10.900849 3.0 -1.0 0.9 -0.297
H 0.163967 4.626075 -6.848429 -0.2 0.3 -0.3 0.073
H 0.273857 3.085265 -6.174209 -0.2 -0.5 -0.2 0.080
H -1.330553 3.798475 -6.493619 0.0 -0.3 0.0 0.081
H 0.734357 3.204105 -8.623299 0.0 0.2 -0.6 0.114
H -0.420733 1.994635 -8.244189 -0.6 0.1 -0.2 0.111
H 0.514607 3.481615 -11.258569 -0.1 0.2 0.1 0.065
H -0.652423 4.900915 -11.319899 0.4 -0.1 -0.2 0.066
H -0.584723 3.683575 -12.646189 -0.2 -0.1 0.1 0.067
C -5.845913 9.804075 3.012931 -1.0 -0.2 -0.5 -0.040
C -7.084802 8.893465 2.614861 0.9 1.4 -0.6 -0.244
O -6.629052 7.599495 2.200371 -1.0 -1.1 0.3 -0.277
S -7.818712 6.587735 1.720321 0.9 -1.2 -2.4 0.645
C -7.084052 6.177915 0.077171 -1.3 0.4 0.0 -0.112
O -7.809593 5.364155 2.493891 0.0 1.6 -0.2 -0.288
O -9.055002 7.298415 1.431991 1.4 -0.4 1.0 -0.296
H -5.681462 10.573705 2.258801 -0.4 0.0 -0.2 0.062
H -4.872152 9.314415 3.001591 -0.3 -0.5 0.6 0.070
H -6.060592 10.353845 3.929321 0.3 -0.3 0.2 0.069
H -7.892962 8.780205 3.337451 0.4 0.2 0.4 0.116
H -7.526063 9.339615 1.723601 -0.2 0.2 0.1 0.104
H -7.856552 5.630865 -0.463289 0.0 -0.7 0.5 0.061
H -6.141082 5.631185 0.077351 -0.2 0.3 0.3 0.071
H -7.102232 7.068405 -0.551159 0.7 0.4 0.5 0.061
C 4.645328 -3.745345 3.562801 0.7 0.2 -1.3 -0.067
C 4.766877 -5.180185 3.009841 -1.4 0.0 0.9 -0.257
O 3.668427 -5.471875 2.089441 0.0 -1.8 -0.8 -0.293
S 3.438927 -7.105315 1.582561 1.0 1.4 0.3 0.716
C 2.556617 -7.747365 3.084031 0.6 0.2 -0.1 -0.102
O 2.500938 -7.000785 0.469091 1.6 -0.3 1.8 -0.308
O 4.771078 -7.742565 1.435981 -3.1 1.3 0.5 -0.317
H 3.668527 -3.307955 3.769311 -0.2 -0.7 0.0 0.076
H 5.094387 -3.137935 2.776991 -0.1 0.5 0.1 0.070
H 5.295608 -3.602945 4.425911 -0.1 -0.3 0.1 0.076
H 5.734677 -5.276235 2.517671 -0.2 -0.4 0.1 0.119
H 4.611538 -5.858205 3.849041 0.6 -0.3 0.0 0.096
H 3.168047 -7.578975 3.970541 0.4 -0.1 -0.3 0.052
H 2.386667 -8.819475 2.985041 0.1 0.1 -0.3 0.067
H 1.626907 -7.227235 3.314691 0.0 0.1 -0.8 0.071
C -1.351233 9.317975 7.377571 0.0 1.2 0.3 -0.060
C -1.446463 8.851005 5.986831 -3.1 0.4 -0.4 -0.406
O -0.400153 8.056585 5.748441 3.9 -3.2 -2.8 -0.238
S -0.327293 7.260405 4.269511 0.8 0.9 -0.9 0.693
C -1.529933 5.972375 4.519711 1.0 -0.7 0.4 -0.123
O -0.807663 8.108585 3.161871 0.8 -1.1 2.4 -0.307
O 1.014337 6.687325 4.225151 -2.2 0.9 0.2 -0.290
H -2.211333 9.972275 7.519721 0.1 0.1 0.5 0.088
H -0.447053 9.926255 7.354041 0.1 0.1 0.8 0.092
H -1.324913 8.528325 8.128471 0.1 0.1 -0.2 0.092
H -2.320563 8.209125 5.877111 -0.8 0.5 -0.2 0.109
H -1.468653 9.679915 5.279361 -0.3 0.1 0.0 0.130
H -2.503923 6.365155 4.811561 0.2 -0.2 -0.2 0.068
H -1.060643 5.313945 5.250691 -0.3 0.3 0.6 0.073
H -1.517773 5.292905 3.667501 -0.4 0.7 -0.5 0.078
C -0.246953 -2.985235 -4.437789 -0.7 -0.8 0.2 -0.056
C -1.401113 -2.185845 -4.994259 2.5 0.7 -0.9 -0.338
O -2.573013 -2.744955 -4.561239 -2.8 0.1 0.8 -0.261
S -3.969223 -1.972565 -4.909209 -1.7 -0.4 2.1 0.684
C -4.870372 -2.426355 -3.314899 0.6 1.0 -1.7 -0.088
O -3.835703 -0.503205 -4.916639 0.3 -2.8 -0.6 -0.308
O -4.632992 -2.755595 -5.936629 1.0 1.4 0.4 -0.296
H -0.326273 -4.018425 -4.775919 0.4 0.0 -0.4 0.081
H -0.389433 -3.084305 -3.361689 0.4 0.4 0.2 0.071
H 0.696217 -2.518315 -4.721499 0.0 -0.2 0.2 0.089
H -1.251813 -1.172735 -4.620869 -0.5 0.3 -0.3 0.120
H -1.389813 -2.255615 -6.081959 0.2 0.5 -0.2 0.130
H -4.594873 -1.662375 -2.587889 0.2 -0.4 0.2 0.054
H -4.663283 -3.467905 -3.069169 0.1 0.3 0.1 0.064
H -5.918383 -2.274115 -3.572959 0.0 -0.2 0.0 0.057
C 1.774977 -7.469815 9.060281 -0.9 -1.8 -0.9 -0.145
O 2.527337 -6.471645 9.641361 0.4 0.6 0.5 -0.170
C 3.152317 -5.529025 8.789191 -1.6 0.5 0.0 -0.166
C 2.101818 -4.478815 8.263861 -0.7 -0.9 -0.2 -0.135
O 1.168527 -5.053235 7.300201 0.3 0.6 -0.6 -0.173
C 0.146167 -4.196955 6.735691 -0.5 -0.2 0.9 -0.163
C -1.023423 -3.755545 7.700641 2.2 -1.0 0.2 -0.206
O -1.501953 -4.913535 8.360011 -1.2 -0.4 -0.5 -0.191
C -2.812813 -4.831855 8.960891 1.0 1.5 0.0 -0.080
H 0.836297 -7.227285 8.562131 0.0 1.0 0.1 0.080
H 1.477107 -8.227435 9.785121 0.3 0.3 0.5 0.087
H 2.308347 -8.043235 8.302121 0.6 0.1 -0.2 0.083
H 3.729538 -6.010865 8.000041 -0.3 -0.1 -0.4 0.118
H 3.886507 -5.034545 9.425241 -0.2 0.3 0.0 0.121
H 2.620197 -3.608685 7.861041 0.0 0.1 -0.2 0.116
H 1.429887 -4.202165 9.076301 0.6 0.3 0.5 0.118
H -0.276133 -4.750155 5.896811 0.0 -0.3 0.2 0.117
H 0.512047 -3.275285 6.283191 0.6 0.2 0.2 0.112
H -1.690813 -3.134265 7.103391 -0.7 -0.4 0.0 0.121
H -0.564133 -3.109305 8.448651 -0.1 0.4 0.2 0.110
H -3.525673 -4.343805 8.296271 -0.2 -0.5 -0.4 0.080
H -2.744653 -4.122015 9.785251 0.0 -0.1 0.5 0.078
H -3.162683 -5.786315 9.354211 0.3 0.0 -0.4 0.088
C 12.576127 0.917445 -4.678649 1.1 0.9 -0.8 -0.151
O 12.377597 -0.080445 -3.782569 -0.6 -1.7 1.2 -0.201
C 12.349607 -1.407775 -4.301629 0.9 0.2 0.7 -0.184
C 11.139238 -1.864475 -5.128569 -0.6 0.6 1.8 -0.139
O 10.033517 -1.856215 -4.194209 0.8 -0.8 -0.7 -0.169
C 9.327147 -0.625155 -4.082229 -0.4 -2.3 0.1 -0.169
C 8.236337 -0.973565 -3.044789 -0.6 0.1 -0.9 -0.153
O 7.339068 -2.050955 -3.498629 1.2 0.9 0.9 -0.179
C 6.444717 -2.445775 -2.467279 -0.9 0.0 -0.6 -0.131
H 13.297827 1.621215 -4.263969 -0.5 0.6 0.4 0.090
H 11.612067 1.368305 -4.914019 0.2 0.4 -0.6 0.088
H 13.175758 0.551225 -5.511979 -0.6 -0.1 -0.8 0.091
H 12.414308 -1.964695 -3.366879 -0.7 -0.5 -0.2 0.129
H 13.339587 -1.620465 -4.705109 0.0 0.1 -1.0 0.117
H 11.328377 -2.883725 -5.465449 -0.2 -0.1 0.2 0.123
H 10.820397 -1.287515 -5.996649 0.6 0.4 -0.2 0.120
H 8.898757 -0.455955 -5.070129 -0.3 0.6 0.0 0.125
H 10.026577 0.153355 -3.777529 -0.5 0.3 0.3 0.111
H 7.648878 -0.064895 -2.913289 -0.2 0.1 0.4 0.119
H 8.715538 -1.259875 -2.108579 0.0 0.0 0.0 0.124
H 5.630047 -1.732335 -2.343149 0.1 0.6 0.2 0.077
H 6.861778 -2.662425 -1.483799 0.5 0.1 -0.1 0.083
H 5.886427 -3.322505 -2.795599 0.5 -0.3 -0.2 0.082
```
Forces are in eV/Å.


Record 2
ORCA calculation (ωB97M-V/def2-TZVPD) on a gas-phase ion, C5H10NO2 (charge -1).

Values from the calculation:
* charge: -1
* SMILES string: CC(C)CNC(=O)[O-]
* Kohn-Sham gap: 7.639 eV
* energy relative to the best compared isomer or geometry (same formula, charge and spin): 0.5 kcal/mol
* E_HOMO: -0.1445 hartree
* LUMO: 3.7 eV

Structure (XYZ):
```
18
Properties=species:S:1:pos:R:3:forces:R:3:nbo_charge:R:1
C 0.828558 -0.680315 1.189034 -0.6 -0.1 0.0 -0.626
C -0.371669 0.164604 0.722080 0.3 -0.1 -0.3 -0.234
C -1.664835 -0.201998 1.428094 0.0 0.1 0.4 -0.601
C -0.531017 0.103584 -0.800054 0.1 -0.2 -0.8 -0.207
N 0.437586 0.878929 -1.531279 0.0 0.0 0.4 -0.716
C 1.679898 0.392011 -2.030209 -0.1 0.2 -0.8 0.866
O 1.938564 -0.809156 -1.804320 0.1 -0.2 0.3 -0.815
O 2.327331 1.237625 -2.694407 0.0 -0.1 0.2 -0.813
H 0.501821 -1.690175 1.466476 0.0 0.0 -0.1 0.178
H 1.272977 -0.232492 2.079012 0.2 0.0 0.0 0.184
H 1.531149 -0.787265 0.363859 0.3 0.1 0.1 0.277
H -0.092195 1.199966 0.924593 -0.3 0.2 0.1 0.189
H -1.646928 0.113114 2.472391 0.1 -0.2 0.2 0.194
H -1.850362 -1.278490 1.391909 0.1 0.0 0.0 0.193
H -2.532345 0.288368 0.997036 -0.1 0.2 -0.3 0.193
H -1.523878 0.466011 -1.096659 -0.1 0.0 0.2 0.162
H -0.461768 -0.928410 -1.169228 0.0 -0.1 0.3 0.204
H 0.157119 1.764092 -1.908329 0.1 0.1 0.0 0.374
```
Forces are in eV/Å.


Record 3
ORCA calculation (ωB97M-V/def2-TZVPD) on a single C5H5NOS molecule at a distorted geometry.

Values from the calculation:
* charge: 0
* SMILES string: C#C/C=N\SC(C)=O
* Kohn-Sham gap: 9.242 eV
* energy relative to the best compared isomer or geometry (same formula, charge and spin): 75.7 kcal/mol
* E_HOMO: -0.3338 hartree
* LUMO: 0.2 eV

Structure (XYZ):
```
13
Properties=species:S:1:pos:R:3:forces:R:3:nbo_charge:R:1
C 1.958649 -2.172272 0.139641 0.1 0.2 -0.3 -0.152
C 1.945534 -1.181348 -0.542515 0.6 -0.5 1.0 -0.090
C 1.980352 0.052374 -1.252989 -1.2 -0.8 -0.1 0.062
N 0.950420 0.651715 -1.671889 -1.6 0.7 0.2 -0.479
S -0.662428 0.062478 -1.201883 0.8 0.3 -0.3 0.277
C -0.858500 0.790820 0.459616 -0.6 -0.5 -1.1 0.445
C -2.321776 0.788446 0.892732 0.2 0.7 0.2 -0.730
O 0.072696 1.206844 1.058858 0.6 0.5 0.7 -0.529
H 1.991822 -3.067263 0.721253 -0.1 0.1 -0.1 0.243
H 2.890726 0.504013 -1.561161 1.0 0.1 -0.1 0.214
H -2.599775 -0.257504 1.101138 -0.1 0.5 0.1 0.246
H -2.940099 1.177184 0.046573 0.4 -0.3 0.8 0.246
H -2.407620 1.444512 1.810628 0.0 -0.9 -1.1 0.248
```
Forces are in eV/Å.